No. 1
The following is a quantum chemistry calculation of C42H41BrO2P2Zr as an isolated structure, from OMol25.

Geometry as XYZ:
```
89
Properties=species:S:1:pos:R:3:forces:R:3
Zr 1.00161 -0.69299 0.34666 0.428 -0.625 5.115
C -2.48200 0.93161 3.55266 -0.781 -0.005 0.296
C -3.09208 0.61666 2.40623 1.057 -0.940 -0.174
C -3.54766 1.55929 1.34790 -0.911 0.421 -0.664
C -2.46046 2.34601 0.52542 -0.554 -0.177 -0.178
C -1.25822 2.84471 1.24283 0.627 -0.381 0.239
C -1.24717 3.25915 2.50145 -0.166 1.692 -0.138
C -2.49209 3.44550 3.31702 -0.624 0.102 0.363
C -2.78663 2.23442 4.23192 0.320 0.655 0.141
C 2.88639 -1.69886 0.54694 -0.336 -0.272 -0.017
H -1.86992 0.22098 4.11238 -0.692 -0.265 -0.017
H -3.24289 -0.43571 2.16008 0.741 -0.016 -0.177
H -4.25220 2.29430 1.75200 -0.053 -0.265 -0.219
H -4.09340 0.97228 0.59493 -0.111 0.243 0.251
H -2.12585 1.73030 -0.32558 -0.218 0.075 0.272
H -2.96803 3.21970 0.07270 0.041 -0.376 0.054
H -0.32151 2.84327 0.67881 -0.132 0.071 0.198
H -0.35451 3.72326 2.92168 -0.173 -0.329 -0.463
H -3.36634 3.56477 2.66552 0.481 0.256 0.159
H -2.46034 4.35740 3.93528 0.244 -0.268 -0.268
H -2.22528 2.33554 5.17033 -0.174 -0.115 -0.232
H -3.86811 2.25762 4.47958 0.591 -0.086 0.037
H 3.20461 -1.66856 1.60146 -0.083 -0.035 -0.247
H 3.61217 -1.12369 -0.04389 0.072 -0.123 -0.045
H 2.85850 -2.74522 0.19652 0.142 0.305 0.038
P -0.21290 -1.91811 -1.59641 -2.097 -1.927 -1.566
P 1.43664 0.83534 -1.56984 0.700 2.111 -2.214
C -1.03730 -0.34558 -1.97940 0.616 1.616 -0.014
C -0.33295 0.83436 -2.03424 -0.459 -1.549 -0.243
C -0.24093 -2.74033 -3.23845 0.616 -0.207 -0.800
C -1.08319 -2.26581 -4.25850 0.118 -0.023 0.313
C -1.27126 -3.00608 -5.42459 0.100 -0.106 0.079
C -0.58102 -4.20524 -5.61294 0.037 0.113 0.234
C 0.30123 -4.66069 -4.62528 -0.132 0.106 -0.034
C 0.47333 -3.93754 -3.44409 -0.228 0.313 0.113
C -1.47981 -2.99000 -0.77973 0.312 0.227 0.169
C -1.32261 -3.20398 0.59056 -0.064 0.192 -0.077
C -2.30146 -3.87197 1.31913 0.203 -0.170 -0.014
C -3.33878 -4.52343 0.64815 0.243 0.156 -0.066
C -3.44043 -4.41407 -0.74688 0.345 0.318 0.087
C -2.55260 -3.59114 -1.45417 -0.261 -0.106 0.175
C 2.26702 0.75737 -3.18263 0.543 -0.472 -0.563
C 2.08318 -0.36675 -4.00464 -0.497 0.259 0.036
C 2.22461 -0.24280 -5.38453 0.309 -0.083 -0.122
C 2.72756 0.93930 -5.94659 -0.169 0.022 0.427
C 3.08919 1.99239 -5.09786 0.108 -0.342 -0.241
C 2.88096 1.89530 -3.72318 -0.375 0.265 0.061
C 1.88250 2.50044 -1.00396 0.018 -0.056 0.490
C 3.12554 2.63820 -0.35226 -0.437 0.114 -0.137
C 3.59856 3.91508 -0.06115 -0.034 0.141 0.052
C 2.82329 5.03992 -0.38126 0.041 -0.196 -0.266
C 1.61237 4.89439 -1.06869 0.028 -0.160 0.144
C 1.12188 3.61935 -1.35485 0.294 0.091 0.095
H -2.08923 -0.42624 -2.27134 0.250 0.329 0.135
H -0.71217 1.74349 -2.50970 -0.311 -0.266 0.439
H -1.61685 -1.32565 -4.14181 0.072 -0.210 -0.111
H -1.97886 -2.64478 -6.17181 0.282 -0.100 0.151
H -0.73127 -4.78349 -6.52589 0.065 0.161 0.297
H 0.84043 -5.59726 -4.77359 -0.113 0.307 0.078
H 1.14885 -4.30442 -2.67187 -0.135 -0.020 -0.165
H -0.41763 -2.86440 1.10838 -0.456 -0.112 -0.051
H -2.19629 -3.89162 2.40165 -0.134 -0.284 -0.203
H -4.04026 -5.13826 1.21451 0.133 0.249 -0.236
H -4.20827 -4.96664 -1.28674 0.121 0.242 0.151
H -2.69810 -3.43639 -2.52303 0.092 -0.148 0.256
H 1.76118 -1.31200 -3.56386 -0.059 0.305 -0.317
H 1.93300 -1.07204 -6.03177 0.263 0.157 0.224
H 2.84158 1.03446 -7.03143 -0.066 -0.041 0.480
H 3.51363 2.90231 -5.51921 -0.026 -0.224 0.171
H 3.14977 2.72987 -3.07819 -0.157 -0.113 -0.246
H 3.70442 1.75190 -0.08034 -0.043 0.288 -0.120
H 4.58538 4.04068 0.39535 -0.480 -0.056 -0.040
H 3.17473 6.04017 -0.11548 -0.054 -0.375 -0.173
H 1.05362 5.76982 -1.40048 0.104 -0.222 0.269
H 0.15535 3.49683 -1.83858 0.245 0.192 0.007
Br 0.76178 2.43613 4.67287 0.500 -0.513 0.368
C 1.16472 0.67725 5.21692 0.312 -0.833 0.328
C 1.47638 0.44092 6.55813 -0.041 -0.106 -0.206
C 1.67661 -0.87076 7.01827 -0.131 0.402 -0.219
C 1.50750 -1.95930 6.15507 0.207 0.048 0.296
C 1.21618 -1.73523 4.81661 -0.051 -0.070 0.392
C 1.07668 -0.42760 4.33741 -0.231 0.303 0.898
C 0.80243 -0.33104 2.92314 -0.227 0.013 -0.916
O -0.00626 -1.17596 2.36382 1.329 1.051 -0.998
O 1.45227 0.49150 2.16371 -0.765 -0.709 -0.873
H 1.54259 1.29274 7.24036 0.012 -0.381 -0.218
H 1.95239 -1.00106 8.06897 -0.187 -0.134 -0.426
H 1.60788 -2.97943 6.53115 0.033 0.358 -0.138
H 1.09459 -2.57423 4.12630 0.033 0.322 0.271
```
Forces are in eV/Å.

total charge: +2
HOMO level: -0.47055 Eh

Atomic partial charges in e from the Mulliken method, atoms 1 to 5:
1. Zr -0.6277
2. C -0.2721
3. C -0.4001
4. C -1.1705
5. C -0.0092

---

No. 2
The following is a quantum chemistry calculation of C15H15CoNO2 as an isolated structure, from OMol25.

Geometry as XYZ:
```
34
Properties=species:S:1:pos:R:3:forces:R:3
C -3.35067 -0.45023 0.93496 -1.795 0.586 0.822
C -3.25071 0.85260 0.33168 -1.948 0.102 0.628
C -2.30295 1.61091 1.08408 -0.842 1.010 1.022
C -1.82057 0.78492 2.14288 -0.551 0.621 1.147
C -2.40652 -0.50924 2.00918 -1.397 0.049 1.275
Co -1.48132 -0.02371 0.34347 3.260 -0.962 -3.829
C -1.70259 0.45267 -2.35465 -0.578 0.408 0.493
C -2.11798 -0.90525 -2.09882 -0.040 -0.917 0.198
C -3.04217 -1.60078 -2.87986 0.120 0.491 0.243
N -1.57370 -1.40722 -0.94557 0.543 -1.321 -1.193
H -2.04087 2.65428 0.91369 0.008 -0.349 -0.049
H -3.80910 1.21731 -0.52969 0.266 -0.295 0.262
H -1.17083 1.10478 2.94654 0.276 -0.109 -0.179
H -2.21747 -1.36158 2.65348 -0.071 0.097 -0.075
H -4.02863 -1.25003 0.63697 0.463 0.241 -0.189
H -2.47247 1.15618 -2.70390 0.470 -0.209 -0.322
H -1.70447 -2.40082 -0.74572 -0.463 0.202 -0.434
H -0.64276 0.64589 -2.46776 -0.232 0.188 0.201
H -3.47083 -1.05836 -3.71212 -0.098 -0.370 -0.314
H -3.37171 -2.58793 -2.57817 -0.352 -0.026 -0.022
O 1.19029 -0.35636 -1.75614 1.085 0.164 1.028
C 1.32375 -0.07603 -0.55905 -2.548 0.246 0.276
O 0.38832 0.15202 0.32406 3.240 0.172 -1.059
C 2.66325 0.09276 0.08885 1.014 0.156 0.415
C 2.72585 0.59439 1.40429 0.521 -0.105 -0.159
C 3.96272 0.76932 2.02901 0.037 -0.181 -0.405
C 5.14683 0.43810 1.35173 -0.322 0.041 -0.156
C 5.07896 -0.03876 0.03369 -0.034 0.092 0.412
C 3.84617 -0.21079 -0.59334 -0.175 0.185 0.410
H 1.79442 0.83622 1.91826 0.262 -0.131 -0.302
H 3.99117 1.16599 3.04426 0.101 -0.106 -0.173
H 6.11044 0.56171 1.84954 -0.181 -0.021 -0.165
H 5.99388 -0.27717 -0.50220 -0.027 0.001 0.066
H 3.76227 -0.57581 -1.61363 -0.009 0.050 0.127
```
Forces are in eV/Å.

multiplicity: 4
total charge: -2
<S²>: 3.804
HOMO level (spin up / spin down): 0.06310 / 0.07612 Eh

Atomic partial charges in e from the Mulliken method, atoms 1 to 5:
1. C -0.2032
2. C -0.4678
3. C -0.7570
4. C -0.4011
5. C -0.6952

---

No. 3
The following is a quantum chemistry calculation of one molecule with the formula C5H10O2, from OMol25.

Geometry as XYZ:
```
17
Properties=species:S:1:pos:R:3:forces:R:3
C 0.84944 -1.24883 1.82472 0.020 -0.052 0.044
C 0.90022 -0.49047 0.49594 -0.322 0.172 0.209
O 1.06211 -1.20052 -0.59621 0.024 -0.047 -0.065
C -0.06392 0.59421 0.35718 0.174 -0.026 -0.029
C -0.12826 1.34776 -0.94625 0.042 0.015 0.022
C -1.32214 0.59875 -1.54143 -0.107 0.162 -0.143
O -1.39506 -0.56072 -0.70367 0.077 -0.153 0.000
H 1.74253 -1.87121 1.91211 -0.111 0.088 -0.021
H 0.79297 -0.57846 2.69119 0.007 -0.080 -0.140
H -0.02556 -1.90717 1.82018 0.124 0.081 -0.016
H 1.66629 0.39989 0.67613 0.028 0.010 -0.003
H -0.52047 -1.08075 -0.87490 -0.061 0.053 0.061
H -0.55425 1.00434 1.24258 0.076 -0.076 -0.103
H -0.28388 2.42213 -0.81867 0.014 -0.159 -0.017
H 0.79046 1.14793 -1.50507 -0.127 0.027 0.076
H -1.20564 0.33350 -2.59745 0.013 0.033 0.155
H -2.26030 1.14541 -1.41541 0.128 -0.048 -0.028
```
Forces are in eV/Å.

total charge: 0
HOMO level: -0.32403 Eh

Atomic partial charges in e from the Mulliken method, atoms 1 to 5:
1. C -1.3007
2. C 0.8016
3. O -0.8374
4. C -0.4048
5. C -0.5771

---

No. 4
The following is a quantum chemistry calculation of one molecule with the formula C7H15N, from OMol25.

Geometry as XYZ:
```
23
Properties=species:S:1:pos:R:3:forces:R:3
C -1.02319 0.39993 -0.14128 0.462 -0.043 -0.073
C 1.37502 1.15817 -0.30844 -0.295 -0.324 0.103
C -1.44251 1.80288 0.29349 0.038 0.123 0.120
C -1.35121 0.15630 -1.61591 -0.130 -0.153 -0.158
C 0.45604 -1.63344 1.84403 -0.055 -0.092 0.153
N 0.41155 0.14099 0.12317 -0.140 0.971 0.178
C 0.83887 -1.14183 0.47018 0.364 -1.000 -0.298
C 1.58502 -1.90788 -0.34085 -0.240 0.297 0.102
H -1.62550 -0.30355 0.44719 0.336 -0.049 0.016
H 1.15691 1.52268 -1.31605 0.065 0.068 -0.043
H 2.40220 0.77649 -0.30705 -0.376 -0.169 0.030
H 1.35146 2.00522 0.38553 -0.002 0.093 -0.152
H -1.17307 1.98400 1.33930 -0.018 -0.042 -0.126
H -2.52699 1.92486 0.19815 0.158 -0.064 -0.028
H -0.97040 2.57957 -0.31740 -0.035 -0.115 0.041
H -0.79826 0.83281 -2.27550 -0.043 0.007 0.129
H -2.41948 0.30574 -1.80505 0.095 0.010 0.005
H -1.10000 -0.86884 -1.90882 -0.008 0.121 0.103
H -0.62326 -1.79470 1.91796 0.037 0.079 0.099
H 0.95339 -2.57625 2.09644 -0.137 0.122 -0.198
H 0.75044 -0.89740 2.60055 -0.148 -0.022 -0.132
H 1.91313 -2.89845 -0.04679 0.099 0.179 0.100
H 1.85985 -1.56729 -1.33286 -0.027 0.005 0.030
```
Forces are in eV/Å.

SMILES string: C=C(C)N(C)C(C)C
total charge: 0
HOMO level: -0.28579 Eh

Atomic partial charges in e from the Mulliken method, atoms 1 to 5:
1. C 0.5172
2. C -1.0769
3. C -1.5246
4. C -1.4024
5. C -1.2704

---

Number 1: total energy -138198.059 eV. Number 2: total energy -59005.628 eV. Number 3: total energy -9438.573 eV. Number 4: total energy -8991.460 eV.